{"formula": "C29H24BrN3O6PV", "method": "wB97M-V/def2-TZVPD", "e_homo_ev": [-4.59, -6.37], "multiplicity": 4, "e_lumo_ev": [2.4, 2.4], "total_charge": -1, "e_above_lowest_ev": 0.000, "species": ["V", "C", "O", "C", "O", "N", "N", "H", "H", "H", "H", "H", "H", "O", "C", "O", "C", "C", "C", "C", "C", "C", "P", "C", "C", "C", "C", "C", "C", "C", "C", "C", "C", "C", "C", "H", "H", "H", "H", "H", "H", "H", "H", "H", "H", "H", "H", "H", "H", "Br", "C", "C", "C", "C", "C", "C", "C", "O", "O", "H", "H", "H", "H", "N", "C"], "coordinates": [[-0.33861, 1.46113, 0.60952], [1.27863, 5.16694, 0.14531], [0.10404, 5.34677, 0.96659], [-0.84697, 4.43084, 0.80660], [-0.78766, 3.51420, -0.01435], [-1.91576, 4.66704, 1.58805], [-2.96266, 3.73836, 1.72291], [1.95258, 5.96302, 0.44651], [1.01445, 5.26923, -0.90603], [1.71844, 4.18807, 0.31450], [-1.79337, 5.29504, 2.36237], [-2.59501, 2.91651, 2.19857], [-3.21105, 3.42775, 0.78956], [3.77326, 2.10849, -0.31317], [2.85053, 1.43078, 0.12940], [1.67280, 1.86566, 0.33699], [3.17607, -0.03179, 0.48738], [4.53857, -0.34200, 0.46631], [5.00438, -1.60795, 0.76095], [4.10190, -2.61387, 1.07965], [2.75061, -2.32625, 1.10147], [2.26705, -1.04544, 0.81474], [0.43916, -0.84873, 0.84006], [-0.03784, -1.88834, 2.26422], [-0.00198, -1.29515, 3.52385], [-0.32604, -2.03444, 4.65128], [-0.69935, -3.36546, 4.53200], [-0.74826, -3.95778, 3.27770], [-0.41814, -3.22312, 2.14820], [-0.09920, -1.80581, -0.61486], [0.75843, -2.17688, -1.64364], [0.24821, -2.72001, -2.81609], [-1.11714, -2.90299, -2.96569], [-1.98018, -2.54045, -1.93835], [-1.47635, -1.98578, -0.77577], [5.21577, 0.45841, 0.20388], [6.06821, -1.81108, 0.74154], [4.44414, -3.61528, 1.31051], [2.05129, -3.11437, 1.35120], [0.25101, -0.24777, 3.62758], [-0.30169, -1.55711, 5.62262], [-0.96161, -3.93887, 5.41263], [-1.04627, -4.99394, 3.17397], [-0.46111, -3.69608, 1.17477], [1.82648, -2.02564, -1.54436], [0.92399, -2.98647, -3.61955], [-1.51055, -3.31093, -3.88863], [-3.05090, -2.65128, -2.05430], [-2.15962, -1.65416, -0.00158], [-0.26991, 0.27602, -6.52447], [-1.09594, 0.48082, -4.82317], [-0.34741, 0.94771, -3.75920], [-0.95435, 1.06833, -2.51607], [-2.28780, 0.73006, -2.32817], [-3.01831, 0.28579, -3.42824], [-2.43371, 0.15340, -4.67449], [-2.99948, 0.79751, -0.97709], [-4.20369, 0.55707, -0.96196], [-2.27706, 1.05281, 0.04030], [0.69429, 1.20834, -3.88575], [-0.31881, 1.45283, -1.72294], [-4.05907, 0.03818, -3.26870], [-3.00435, -0.20388, -5.52114], [-0.55691, 2.27776, 3.78573], [-0.45016, 1.94423, 2.67833]]}